Density functional theory data (ωB97M-V/def2-TZVPD) for 2 unconnected molecules or ions with the total composition C17H38I2N2O4Si2 in a non-equilibrium geometry.

Summary:
* frontier orbital gap: 3.75 eV
* highest occupied orbital energy: -5.45 eV
* calculated total energy: -2255.2343 hartree
* charge: 0

Last columns: bonded neighbours and bond lengths (Å).
Positions of all 65 atoms, in Å:
1 C -3.13781 4.06316 -5.02053  C2 1.604, H19 1.137, H20 1.123, H21 1.135
2 C -1.63122 4.06810 -5.57161  C1 1.604, O3 1.437, H22 1.141, H23 1.128
3 O -0.89166 3.21222 -4.68455  C2 1.437, C4 1.457
4 C 0.46792 3.01065 -5.16676  O3 1.457, C5 1.598, H24 1.140, H25 1.129
5 C 1.32123 2.67390 -3.85818  C4 1.598, O6 1.440, H26 1.138, H27 1.133
6 O 1.71890 1.29249 -3.77692  C5 1.440, C7 1.450
7 C 0.61423 0.47188 -3.31881  O6 1.450, C8 1.591, N13 1.495, H28 1.124
8 C 0.51751 -0.73755 -4.34749  C7 1.591, O9 1.438, H29 1.137, H30 1.128
9 O 0.08091 -1.99136 -3.79475  C8 1.438, C10 1.437
10 C -0.68455 -1.80021 -2.59312  O9 1.437, O11 1.413, C12 1.583, H31 1.129
11 O -1.23167 -3.01915 -2.13469  C10 1.413, H32 0.972
12 C 0.30153 -1.23461 -1.49204  C10 1.583, N13 1.527, H33 1.132, H34 1.138
13 N 0.97058 0.06863 -1.92352  C7 1.495, C12 1.527, C14 1.481, H35 1.038
14 C 0.88298 1.14919 -0.91431  N13 1.481, I15 2.190, C16 1.385
15 I 2.76713 1.88037 -0.06990  C14 2.190
16 C -0.26609 1.77252 -0.45755  C14 1.385, C17 1.591, I18 2.153
17 C -0.21369 2.91505 0.64791  C16 1.591, H36 1.133, H37 1.132, H38 1.136
18 I -2.21496 1.21166 -1.18149  C16 2.153
19 H -3.06144 4.24839 -3.90110  C1 1.137
20 H -3.78914 4.81134 -5.54694  C1 1.123
21 H -3.50957 2.99546 -5.11893  C1 1.135
22 H -1.26588 5.14349 -5.46087  C2 1.141
23 H -1.56232 3.69626 -6.63403  C2 1.128
24 H 0.47629 2.13522 -5.89671  C4 1.140
25 H 0.80404 3.97145 -5.65413  C4 1.129
26 H 2.28511 3.26999 -3.96298  C5 1.138
27 H 0.82307 3.06232 -2.91761  C5 1.133
28 H -0.29841 1.12274 -3.40220  C7 1.124
29 H 1.55045 -0.90877 -4.79016  C8 1.137
30 H -0.15225 -0.41672 -5.19633  C8 1.128
31 H -1.53915 -1.11170 -2.85754  C10 1.129
32 H -2.06055 -2.85916 -1.65207  O11 0.972
33 H 1.07624 -2.00583 -1.19825  C12 1.132
34 H -0.31981 -1.07061 -0.55317  C12 1.138
35 H 1.97677 -0.18282 -1.96956  N13 1.038
36 H 0.29804 3.85107 0.26626  C17 1.133
37 H 0.26078 2.54389 1.60608  C17 1.132
38 H -1.28283 3.22879 0.87051  C17 1.136
39 C 0.40147 -4.65344 6.15287  Si40 1.890, H48 1.095, H49 1.093, H50 1.093
40 Si 0.73201 -2.98383 5.33146  C39 1.890, C41 1.883, C42 1.882, N43 1.719
41 C 2.54877 -2.95893 4.83762  Si40 1.883, H51 1.096, H52 1.093, H53 1.093
42 C 0.45441 -1.65907 6.63890  Si40 1.882, H54 1.092, H55 1.092, H56 1.096
43 N -0.33079 -2.83524 3.98814  Si40 1.719, Si44 1.710
44 Si -0.33421 -1.45134 2.98414  N43 1.710, C45 1.886, C46 1.882, C47 1.892
45 C 1.31051 -1.17128 2.10522  Si44 1.886, H57 1.092, H58 1.100, H59 1.093
46 C -0.79182 0.12666 3.90259  Si44 1.882, H60 1.092, H61 1.099, H62 1.092
47 C -1.64019 -1.71020 1.64025  Si44 1.892, H63 1.092, H64 1.095, H65 1.093
48 H 1.06337 -4.79312 7.01388  C39 1.095
49 H -0.63257 -4.71251 6.50180  C39 1.093
50 H 0.57780 -5.47026 5.44859  C39 1.093
51 H 3.17490 -3.28981 5.67370  C41 1.096
52 H 2.87835 -1.95385 4.56300  C41 1.093
53 H 2.73252 -3.62941 3.99471  C41 1.093
54 H -0.60789 -1.55913 6.87251  C42 1.092
55 H 0.83384 -0.68720 6.31536  C42 1.092
56 H 0.97958 -1.92179 7.56419  C42 1.096
57 H 2.07333 -0.79480 2.78935  C45 1.092
58 H 1.19467 -0.42701 1.30424  C45 1.100
59 H 1.67280 -2.09815 1.65335  C45 1.093
60 H -1.67885 -0.02664 4.52022  C46 1.092
61 H -1.01205 0.93427 3.19094  C46 1.099
62 H 0.02379 0.47091 4.54159  C46 1.092
63 H -2.63102 -1.84086 2.08058  C47 1.092
64 H -1.40509 -2.59521 1.04054  C47 1.095
65 H -1.66833 -0.84049 0.97830  C47 1.093